No. 1
# C5H10N2O2

The molecule C5H10N2O2 in a non-equilibrium geometry (the ωB97M-V functional and the def2-TZVPD basis, the OMol25 dataset).

Cartesian coordinates (Å):
C -2.13198 1.02133 -0.48819
C 1.25093 -0.88515 -1.01232
N 0.48702 -0.31671 1.82152
C -0.39867 -0.95826 0.93103
C -0.84327 0.49091 -1.02937
C 0.00304 -0.32788 -0.37581
N 1.77633 0.17748 1.61122
O -0.63494 0.85641 -2.33258
O -1.48408 -1.34055 1.30690
H 0.18951 0.47092 -2.65613
H 0.14889 -0.29255 2.78338
H 1.84872 1.14272 1.92504
H 2.46323 -0.38168 2.10339
H -2.63959 1.57987 -1.27215
H -2.77906 0.20219 -0.18162
H -1.96646 1.66729 0.37147
H 1.76380 -1.54815 -0.31976
H 0.99494 -1.46597 -1.90348
H 1.95164 -0.09222 -1.28254

Forces on atoms 1 to 6 (eV/Å):
C -0.14 -0.09 -0.27
C -0.16 0.15 -0.23
N -0.80 -1.23 2.50
C 0.69 4.99 0.18
C 0.23 -1.03 0.26
C -0.89 -1.65 -1.81

SMILES: C/C(O)=C(/C)C(=O)NN
Energy (a.u.): -456.44637
E_LUMO (eV): 0.7
Total charge: 0
ΔE to the lowest compared entry with this formula, charge and spin (kcal/mol): 67.66
Kohn-Sham gap (eV): 8.9138

How positive or negative is each atom? The Löwdin charges in e answer that: atom 1 (C): -0.01, atom 2 (C): -0.07, atom 3 (N): -0.04, atom 4 (C): -0.41, atom 5 (C): -0.32, atom 6 (C): -0.20, atom 7 (N): 0.02, atom 8 (O): 0.05, atom 9 (O): 0.08, atom 10 (H): 0.09, atom 11 (H): 0.14, atom 12 (H): 0.10, atom 13 (H): 0.09, atom 14 (H): 0.08, atom 15 (H): 0.08, atom 16 (H): 0.09, atom 17 (H): 0.07, atom 18 (H): 0.08, atom 19 (H): 0.08



No. 2
# C3H7N2OSe

The ion C3H7N2OSe with charge +1 in a non-equilibrium geometry (the ωB97M-V functional and the def2-TZVPD basis, the OMol25 dataset).

Cartesian coordinates (Å):
C 0.08780 1.69887 -0.09387
C 1.48436 1.21622 -0.57926
C -0.04106 -0.87610 0.56126
N -0.66546 0.63759 0.43724
N -1.08853 -1.81837 -0.14143
O -0.30051 2.82278 -0.18377
Se 1.88318 -0.73275 -0.31354
H 1.73234 1.51544 -1.62850
H 2.21150 1.65633 0.15083
H -0.07719 -1.01856 1.61488
H -1.08482 0.93455 1.29359
H -1.52244 -1.34532 -1.00961
H -1.83144 -1.92942 0.49328
H -0.78775 -2.76127 -0.60111

Forces on atoms 1 to 6 (eV/Å):
C 1.18 -1.35 -1.15
C 1.11 0.37 0.27
C -0.03 4.21 -2.17
N 1.10 -3.44 -0.11
N 1.44 0.35 -3.54
O 0.12 -0.37 0.35

SMILES: [NH3+][C@@H]1NC(=O)C[Se]1
Energy (a.u.): -2704.38312
E_LUMO (eV): -4.1
Total charge: +1
ΔE to the lowest compared entry with this formula, charge and spin (kcal/mol): 45.12
Kohn-Sham gap (eV): 9.3889

How positive or negative is each atom? The Löwdin charges in e answer that: atom 1 (C): -0.54, atom 2 (C): -0.35, atom 3 (C): -0.37, atom 4 (N): 0.06, atom 5 (N): 0.16, atom 6 (O): 0.14, atom 7 (Se): 0.98, atom 8 (H): 0.09, atom 9 (H): 0.08, atom 10 (H): 0.09, atom 11 (H): 0.12, atom 12 (H): 0.20, atom 13 (H): 0.12, atom 14 (H): 0.21



No. 3
# C5H20BF4O6Rb

A structure of composition C5H20BF4O6Rb in a non-equilibrium geometry (the ωB97M-V functional and the def2-TZVPD basis, the OMol25 dataset).

Cartesian coordinates (Å):
Rb 1.24025 -1.46888 -0.22504
B 4.60689 -0.41579 0.00895
F 3.83316 -0.20656 1.13685
F 5.19927 0.81476 -0.37419
F 5.63962 -1.30665 0.25871
F 3.78640 -0.88081 -0.99097
O 1.56037 1.45458 -0.58571
H 1.31017 2.13229 -1.21368
H 2.06239 1.92053 0.08294
O 2.39623 -4.14456 0.98833
H 2.30945 -4.18594 0.03597
H 2.99997 -4.85492 1.20539
O -0.53936 -1.72041 2.13466
H -0.77272 -0.82168 1.90215
H -0.45867 -1.70832 3.08838
C -1.01952 -1.07251 -3.15575
C -1.87645 0.05280 -2.51648
O -3.21675 -0.15952 -2.86562
O -0.81483 -2.03178 -2.13574
H -0.03065 -0.68507 -3.40092
H -1.50545 -1.58546 -3.98572
H -1.69882 1.02293 -2.98059
H -1.74251 0.10779 -1.43613
H -3.58565 -0.77729 -2.23011
H -1.68429 -2.41067 -1.98715
C -2.01997 2.23889 0.42569
C -1.09669 2.00785 1.65472
C -1.83025 1.75724 2.96762
O -0.25306 0.93471 1.33531
H -1.35108 2.36731 -0.42530
H -2.67301 3.09396 0.60032
H -2.68222 1.38205 0.30179
H -0.46183 2.89374 1.67066
H -1.19121 1.37807 3.76508
H -2.61625 1.00430 2.90953
H -2.15370 2.69357 3.42234
H 0.33083 1.17937 0.61364

Forces on atoms 1 to 6 (eV/Å):
Rb 0.42 -0.02 0.44
B 2.09 1.10 0.26
F -0.98 0.07 0.94
F -0.44 0.03 -0.12
F -0.02 -0.54 0.13
F -1.06 -0.69 -1.36

Energy (a.u.): -1102.59341
E_LUMO (eV): -0.4
Total charge: 0
Kohn-Sham gap (eV): 10.1970

How positive or negative is each atom? The Löwdin charges in e answer that: atom 1 (Rb): 1.13, atom 2 (B): -1.36, atom 3 (F): 0.09, atom 4 (F): 0.08, atom 5 (F): 0.12, atom 6 (F): 0.03, atom 7 (O): -0.07, atom 8 (H): 0.07, atom 9 (H): 0.08, atom 10 (O): -0.07, atom 11 (H): 0.01, atom 12 (H): 0.05, atom 13 (O): -0.12, atom 14 (H): -0.03, atom 15 (H): 0.05, atom 16 (C): -0.20, atom 17 (C): -0.24, atom 18 (O): -0.05, atom 19 (O): -0.18, atom 20 (H): 0.12, atom 21 (H): 0.13, atom 22 (H): 0.12, atom 23 (H): 0.10, atom 24 (H): 0.09, atom 25 (H): 0.09, atom 26 (C): -0.04, atom 27 (C): -0.47, atom 28 (C): -0.04, atom 29 (O): -0.12, atom 30 (H): 0.07, atom 31 (H): 0.08, atom 32 (H): 0.08, atom 33 (H): 0.14, atom 34 (H): 0.08, atom 35 (H): 0.08, atom 36 (H): 0.08, atom 37 (H): 0.00



No. 4
# C40H64Cl6O20

A cluster of 10 separate species, C40H64Cl6O20 in total in a non-equilibrium geometry (the ωB97M-V functional and the def2-TZVPD basis, the OMol25 dataset).

Cartesian coordinates (Å):
Cl 0.90743 -0.82548 2.26500
C 0.00438 -0.31221 0.78451
C 0.15705 1.08263 0.25014
Cl -0.82769 2.09239 1.37586
H -1.05350 -0.49549 0.97266
H 0.37741 -0.90466 -0.05093
H -0.21260 1.31962 -0.74750
H 1.18473 1.42917 0.35921
Cl 2.37604 0.20681 -1.87712
C 3.66763 0.19169 -0.66383
C 4.95080 -0.40886 -1.21240
Cl 4.72085 -2.13905 -1.53223
H 3.26121 -0.37058 0.17688
H 3.73843 1.20077 -0.25780
H 5.86350 -0.26156 -0.63500
H 5.07002 -0.00365 -2.21723
Cl 0.85654 0.95217 6.15224
C 0.11300 -0.71152 6.00426
C -1.21038 -0.77566 6.88886
Cl -2.25634 -2.08475 6.23589
H 0.93658 -1.27934 6.43717
H -0.17364 -1.07033 5.01573
H -1.80319 0.13019 6.76185
H -1.01503 -0.98612 7.94036
C 5.50769 -2.06361 2.08225
O 6.08642 -0.77622 1.93145
C 6.28009 -0.07906 3.12279
C 4.92253 0.39243 3.66854
O 4.49283 1.29321 2.60604
C 3.30048 1.98473 2.86477
H 6.00021 -2.63038 2.87237
H 5.57731 -2.61783 1.14625
H 4.43282 -1.91822 2.19005
H 6.91722 0.78320 2.92617
H 6.76646 -0.70573 3.87034
H 4.93370 1.09022 4.50584
H 4.15517 -0.36410 3.83260
H 3.67030 2.90258 3.32179
H 2.69448 1.46325 3.60567
H 2.74052 2.32363 1.99316
C -2.19968 -2.50849 -4.26291
O -1.27306 -2.20913 -3.21653
C -0.17579 -1.44980 -3.62069
C 1.02429 -2.31928 -4.21575
O 1.16136 -3.48066 -3.41216
C 1.62526 -3.29351 -2.11790
H -1.72125 -3.11023 -5.03565
H -2.41387 -1.58051 -4.79307
H -3.09999 -3.03774 -3.95077
H 0.17655 -0.97975 -2.70254
H -0.53706 -0.67321 -4.29484
H 1.89529 -1.70645 -4.44792
H 0.88472 -2.72877 -5.21622
H 1.00289 -3.53132 -1.25523
H 2.08602 -2.31334 -1.99513
H 2.43422 -4.02146 -2.05648
C -3.90975 -2.06783 3.10642
O -5.18589 -2.62971 2.55927
C -5.10083 -3.78556 1.78852
C -4.06348 -3.65384 0.58279
O -4.27242 -2.58056 -0.28359
C -5.52748 -2.60091 -1.02405
H -3.35187 -1.55353 2.32388
H -3.14625 -2.76460 3.45234
H -4.12893 -1.37369 3.91774
H -6.11816 -4.06964 1.51937
H -4.72501 -4.67716 2.29042
H -3.80586 -4.50978 -0.04098
H -3.11129 -3.43721 1.06706
H -6.30888 -2.74477 -0.27786
H -5.52161 -3.43945 -1.72041
H -5.84496 -1.73676 -1.60763
C -5.55861 4.57817 -3.38404
O -4.33021 4.11988 -2.81708
C -4.50143 3.45489 -1.54117
C -3.02756 3.10595 -1.07511
O -2.34511 2.21155 -1.92562
C -2.74799 0.81229 -1.86518
H -5.40351 5.15453 -4.29609
H -6.01956 5.27320 -2.68220
H -6.41818 3.92257 -3.52339
H -5.14330 2.58265 -1.66492
H -5.03943 4.08799 -0.83560
H -2.93760 2.67449 -0.07818
H -2.38876 3.98890 -1.05454
H -2.79449 0.23955 -0.93894
H -2.22826 0.29350 -2.67068
H -3.80221 0.75907 -2.13703
C 2.87323 3.93201 -6.25446
C 2.66778 3.21980 -7.40033
C 1.80033 2.02035 -7.44651
O 1.62773 1.38332 -8.44073
C 1.11161 1.64643 -6.25619
C 1.44387 2.18179 -5.06983
C 2.36097 3.37900 -4.96862
O 2.79258 3.90937 -3.90498
O 0.82117 1.71715 -3.93645
O 3.30902 3.60617 -8.56994
H 3.69606 4.63022 -6.21131
H 0.38589 0.85388 -6.36392
H 0.86347 2.37943 -3.24277
H 3.14679 3.00454 -9.30024
C 1.83960 4.76456 -0.15040
C 1.89980 5.85958 0.66291
C 0.94723 6.91449 0.62678
O 0.95421 7.87863 1.38767
C 0.01589 6.89279 -0.54524
C -0.04875 5.78252 -1.32890
C 0.82491 4.54285 -1.18218
O 0.69398 3.49005 -1.87994
O -1.00022 5.70294 -2.32993
O 2.79299 5.89931 1.70576
H 2.60646 4.00432 -0.13088
H -0.73602 7.66654 -0.59372
H -1.06352 4.79000 -2.61999
H 2.77386 6.74720 2.15555
C -1.78817 -5.13486 3.92392
C -0.66862 -4.43032 3.93473
C 0.40199 -4.63786 4.92635
O 1.49014 -4.03119 4.86623
C 0.13860 -5.72560 5.88095
C -1.01633 -6.50384 5.86934
C -2.09356 -6.24669 4.86651
O -3.10830 -6.91392 4.88344
O -1.28018 -7.52914 6.75031
O -0.46787 -3.48251 2.94331
H -2.41162 -4.93960 3.06393
H 0.94263 -5.94011 6.56935
H -2.09846 -7.96366 6.49889
H 0.38633 -3.06472 3.07513

Forces on atoms 1 to 6 (eV/Å):
Cl 0.03 0.88 -0.56
C -0.23 -0.75 -1.59
C 0.30 0.98 1.94
Cl 0.09 0.72 0.13
H 0.23 -0.31 -0.02
H -0.12 -0.73 0.33

SMILES: O=C1C=C(O)C(=O)C=C1O.O=C1C=C(O)C(=O)C=C1O.O=C1C=C(O)C(=O)C=C1O.COCCOC.COCCOC.COCCOC.COCCOC.ClCCCl.ClCCCl.ClCCCl
Energy (a.u.): -5828.16238
E_LUMO (eV): -2.2
Total charge: 0
ΔE to the lowest compared entry with this formula, charge and spin (kcal/mol): 68.11
Kohn-Sham gap (eV): 6.9100

Atomic partial charges in e from the Löwdin method, atoms 1 to 99: atom 1 (Cl): 0.64, atom 2 (C): -0.62, atom 3 (C): -0.62, atom 4 (Cl): 0.60, atom 5 (H): 0.06, atom 6 (H): 0.05, atom 7 (H): 0.05, atom 8 (H): 0.03, atom 9 (Cl): 0.72, atom 10 (C): -0.61, atom 11 (C): -0.60, atom 12 (Cl): 0.62, atom 13 (H): 0.05, atom 14 (H): 0.07, atom 15 (H): 0.07, atom 16 (H): 0.06, atom 17 (Cl): 0.51, atom 18 (C): -0.60, atom 19 (C): -0.59, atom 20 (Cl): 0.58, atom 21 (H): 0.05, atom 22 (H): 0.02, atom 23 (H): 0.06, atom 24 (H): 0.07, atom 25 (C): -0.09, atom 26 (O): -0.20, atom 27 (C): -0.20, atom 28 (C): -0.15, atom 29 (O): -0.23, atom 30 (C): -0.12, atom 31 (H): 0.09, atom 32 (H): 0.05, atom 33 (H): 0.08, atom 34 (H): 0.13, atom 35 (H): 0.12, atom 36 (H): 0.12, atom 37 (H): 0.11, atom 38 (H): 0.09, atom 39 (H): 0.05, atom 40 (H): 0.06, atom 41 (C): -0.08, atom 42 (O): -0.20, atom 43 (C): -0.22, atom 44 (C): -0.17, atom 45 (O): -0.17, atom 46 (C): -0.16, atom 47 (H): 0.08, atom 48 (H): 0.08, atom 49 (H): 0.09, atom 50 (H): 0.06, atom 51 (H): 0.10, atom 52 (H): 0.11, atom 53 (H): 0.11, atom 54 (H): 0.09, atom 55 (H): -0.01, atom 56 (H): 0.07, atom 57 (C): -0.05, atom 58 (O): -0.16, atom 59 (C): -0.21, atom 60 (C): -0.20, atom 61 (O): -0.21, atom 62 (C): -0.06, atom 63 (H): 0.07, atom 64 (H): 0.03, atom 65 (H): 0.07, atom 66 (H): 0.11, atom 67 (H): 0.10, atom 68 (H): 0.12, atom 69 (H): 0.10, atom 70 (H): 0.07, atom 71 (H): 0.08, atom 72 (H): 0.08, atom 73 (C): -0.12, atom 74 (O): -0.19, atom 75 (C): -0.15, atom 76 (C): -0.20, atom 77 (O): -0.21, atom 78 (C): -0.06, atom 79 (H): 0.09, atom 80 (H): 0.07, atom 81 (H): 0.08, atom 82 (H): 0.11, atom 83 (H): 0.12, atom 84 (H): 0.07, atom 85 (H): 0.10, atom 86 (H): 0.09, atom 87 (H): 0.08, atom 88 (H): 0.07, atom 89 (C): 0.08, atom 90 (C): -0.18, atom 91 (C): -0.38, atom 92 (O): 0.14, atom 93 (C): 0.06, atom 94 (C): -0.18, atom 95 (C): -0.25, atom 96 (O): 0.07, atom 97 (O): 0.02, atom 98 (O): 0.08, atom 99 (H): 0.13